(1)
ORCA calculation (ωB97M-V/def2-TZVPD) on a molecular structure, C16H24F12O16S4V.

Properties
Total charge: -2
HOMO-LUMO gap (alpha / beta), eV: 8.125 / 8.123
Spin multiplicity: 2
⟨S²⟩: 0.780
Energy relative to the best compared isomer or geometry (same formula, charge and spin), kJ/mol: 257.25

Positions of all 73 atoms, in Å:
O1 -1.05086 0.76697 -0.48419
F1 1.90728 1.45230 4.11575
H1 -3.79595 -1.64327 -2.56333
C1 -3.70794 -0.55717 -2.53621
H2 -2.18337 -2.38037 3.54375
F2 2.35206 -2.65720 3.61792
C2 3.06149 1.87465 -0.26294
C3 -2.53177 0.07310 2.01638
C4 3.43435 -1.99901 3.23657
H3 2.96735 2.99648 -2.71403
O2 -1.16704 -0.32579 2.14975
O3 4.31315 -0.88471 0.84250
C5 -2.32216 -3.88076 0.07762
C6 -0.84796 -0.73217 3.48052
F3 1.85588 0.80392 -4.01553
C7 3.40907 3.31928 -0.57187
O4 1.13766 -0.58146 -1.45228
F4 4.55740 -2.79025 3.42872
H4 -1.18399 0.48319 -4.33679
S1 -0.46875 -3.30063 0.53282
C8 -2.00197 -0.18188 -4.05986
S2 0.15214 2.91806 2.67215
H5 -0.58934 0.10847 4.12438
O5 0.41490 -4.08839 -0.34115
S3 3.15025 -1.60026 1.37091
F5 3.53682 -0.85276 3.95229
C9 -2.21604 -1.36160 3.92992
H6 -1.65217 -1.17703 -4.33450
F6 -3.08398 -3.52803 1.09727
H7 -5.26078 -0.57845 -4.04987
F7 3.70653 0.03785 -3.20849
F8 -2.29718 -5.18828 -0.08844
O6 -0.40578 -1.85304 0.24043
S4 1.55321 -1.46956 -2.56815
O7 0.20122 4.26438 2.11002
V1 0.24351 0.26335 0.27439
O8 3.04334 -2.94066 0.81088
O9 0.42960 -1.96191 -3.38225
H8 0.00173 -1.41136 3.55008
O10 1.65756 1.79375 -0.60654
O11 -0.27123 -3.71040 1.91963
H9 -2.38589 -1.39825 5.00598
H10 3.25387 1.63381 0.78258
H11 -3.37582 0.93596 -5.41948
C10 1.67502 2.76263 3.86707
H12 2.55871 4.59965 -2.13371
H13 3.05967 4.01625 0.18987
H14 -3.52058 -0.83432 -5.51560
H15 0.66628 2.65960 -2.29500
O12 1.91761 -0.79748 1.24658
O13 -0.96974 2.64467 3.57065
H16 -4.01284 -1.24250 2.83577
F9 1.48740 3.41546 5.02348
H17 -2.95878 -0.16144 1.04132
H18 4.48828 3.46870 -0.60470
C11 2.59610 3.54784 -1.85016
C12 1.27964 2.91161 -1.42991
H19 -3.73052 0.10611 3.91808
F10 2.74428 3.23603 3.20818
O14 -2.36844 -0.18899 -2.70713
H20 -4.70657 1.06476 -3.50934
O15 2.45288 -2.55243 -2.14506
O16 0.29264 1.86317 1.66261
F11 2.75130 -0.88122 -4.94361
H21 0.79856 3.70048 -0.85169
H22 -4.04842 -0.22562 -1.55527
H23 -2.48610 1.14816 2.19034
H24 3.63779 1.20460 -0.90091
C13 -3.34589 0.00877 -4.84717
C14 -4.41609 0.04244 -3.75138
C15 2.56995 -0.30302 -3.74590
C16 -3.24465 -0.56645 3.21118
F12 -2.70789 -3.33828 -1.06588

In the Löwdin picture, each atom carries the following charge in e: O -0.215; F 0.108; H 0.106; C -0.212; H 0.098; F 0.130; C -0.154; C -0.164; C -0.584; H 0.102; O -0.250; O -0.325; C -0.659; C -0.141; F 0.097; C -0.151; O -0.391; F 0.081; H 0.118; S 0.568; C -0.190; S 0.557; H 0.102; O -0.312; S 0.548; F 0.092; C -0.151; H 0.095; F 0.126; H 0.098; F 0.157; F 0.134; O -0.388; S 0.593; O -0.316; V 1.061; O -0.285; O -0.312; H 0.112; O -0.237; O -0.321; H 0.105; H 0.117; H 0.091; C -0.597; H 0.109; H 0.113; H 0.096; H 0.127; O -0.378; O -0.320; H 0.100; F 0.125; H 0.116; H 0.114; C -0.159; C -0.166; H 0.107; F 0.109; O -0.144; H 0.103; O -0.291; O -0.368; F 0.110; H 0.122; H 0.121; H 0.106; H 0.120; C -0.155; C -0.174; C -0.649; C -0.172; F 0.135

=====

(2)
ORCA calculation (ωB97M-V/def2-TZVPD) on a molecular structure, C16H24F4K3N2O20S4.

Properties
Total charge: +1
HOMO-LUMO gap, eV: 5.175

Positions of all 73 atoms, in Å:
C1 -5.42503 -0.59491 1.59240
C2 -2.19353 -7.25894 0.08343
H1 1.46540 1.59084 -5.69221
O1 0.23104 8.21377 0.22782
O2 8.05869 5.15333 3.94064
C3 -0.85517 7.41151 0.52193
S1 1.16923 -2.36485 2.12831
H2 -1.04305 5.40572 0.19913
H3 -3.01589 7.67883 0.72026
O3 -5.42607 -1.35413 2.82827
C4 -7.36434 -0.91505 0.02059
C5 -2.18239 8.21480 0.26627
O4 2.27464 7.94770 -0.78491
H4 -4.40309 -0.43633 1.24803
C6 -0.72878 -7.01214 -2.15889
O5 1.01281 -1.15430 -4.44111
O6 2.37950 -2.98867 1.52852
S2 7.63773 3.87941 3.29215
S3 9.90990 3.34819 2.78333
O7 -0.04994 -2.30618 1.35371
C7 0.30822 -0.11904 -5.05338
O8 3.14767 -0.10392 1.39745
O9 -6.52124 -2.60003 1.44449
H5 -5.44803 -1.81557 -0.18790
H6 -1.28674 6.31427 -1.36544
N1 8.61108 3.33062 2.02298
C8 -1.10937 0.01298 -4.59161
C9 -5.94296 -2.51011 2.63522
F1 0.75922 -3.46832 3.27354
C10 -0.72833 6.23638 -0.43258
N2 1.48546 -1.26123 3.06569
H7 -1.55933 0.90395 -5.02957
C11 -2.11531 -9.50276 -0.47701
O10 -0.92488 -9.02311 -0.81792
H8 -2.78353 -6.47691 -0.39450
H9 -1.91964 -7.05584 1.11873
H10 -1.26200 -0.02970 -3.51319
H11 0.53473 -0.36144 -6.09166
H12 0.54101 1.70806 -4.19857
H13 -0.64320 7.07024 1.53518
F2 6.30609 4.31616 2.44926
H14 -2.33062 8.41379 -0.79511
H15 -1.32872 -7.50639 -2.92301
O11 -6.04200 -3.42998 3.45062
K1 7.53269 0.57053 -1.40584
O12 10.76441 4.50387 2.52631
O13 -2.87034 -8.48322 0.06306
O14 0.60569 6.36338 -0.77961
H16 -7.17444 -0.04536 -0.60845
K2 -0.62980 0.68465 6.62863
O15 2.97914 -1.49599 -3.40951
O16 0.76905 0.11139 0.89328
S4 1.78385 -0.17199 1.85956
H17 -7.85524 -1.67406 -0.58853
H18 -1.66981 -0.84062 -4.97289
K3 4.48433 -1.05427 6.32778
F3 1.73206 1.01630 2.94099
H19 -8.07387 -0.66304 0.80872
O17 -2.45229 -10.70481 -0.66652
O18 2.34759 0.50866 -4.16139
O19 7.09563 2.83353 4.11740
O20 9.93906 2.65891 4.06076
C12 2.20111 -0.78418 -3.95475
H20 -2.00026 9.16402 0.77015
C13 -6.14906 -1.53037 0.59652
C14 1.12956 7.54136 -0.47375
H21 -0.09816 -7.19580 -0.09602
H22 0.31515 -6.99220 -2.47181
H23 -5.91005 0.38038 1.63309
H24 -0.89141 -5.93485 -2.12565
F4 10.60506 2.27756 1.80790
C15 1.18993 1.05603 -4.78326
C16 -0.89875 -7.60034 -0.71529

In the Löwdin picture, each atom carries the following charge in e: C -0.048; C -0.100; H 0.140; O 0.096; O -0.298; C -0.333; S 0.425; H 0.137; H 0.082; O 0.103; C -0.034; C 0.004; O 0.108; H 0.129; C -0.014; O 0.096; O -0.303; S 0.595; S 0.416; O -0.285; C -0.364; O -0.275; O 0.103; H 0.155; H 0.139; N -0.300; C -0.010; C -0.608; F -0.241; C -0.119; N -0.305; H 0.094; C -0.477; O 0.084; H 0.134; H 0.131; H 0.099; H 0.162; H 0.130; H 0.156; F -0.228; H 0.088; H 0.089; O 0.116; K 0.968; O -0.289; O 0.045; O 0.080; H 0.096; K 0.975; O 0.164; O -0.249; S 0.520; H 0.095; H 0.088; K 0.970; F -0.238; H 0.101; O 0.091; O 0.097; O -0.329; O -0.303; C -0.595; H 0.083; C -0.334; C -0.521; H 0.143; H 0.076; H 0.130; H 0.075; F -0.237; C -0.094; C -0.275

=====

(3)
ORCA calculation (ωB97M-V/def2-TZVPD) on a molecular structure, C16H24FMnO8.

Properties
Total charge: +2
HOMO-LUMO gap (alpha / beta), eV: 3.492 / 2.917
Spin multiplicity: 7
⟨S²⟩: 12.010

Positions of all 50 atoms, in Å:
C1 -3.94426 0.53634 -1.13210
C2 -0.21057 -1.14217 4.87707
C3 -1.52572 -1.70094 4.41634
C4 -0.98476 -0.14819 2.79874
H1 4.16628 -0.47992 1.59722
C5 3.68084 0.02837 0.76412
O1 6.08263 0.77504 -1.76677
C6 -0.01012 -1.53655 -4.62881
H2 1.01473 0.25717 3.60383
C7 -3.04425 0.61852 0.11188
H3 -5.57430 1.81176 -1.65328
O2 -4.77567 2.14246 0.22662
C8 5.23949 0.73447 -0.89503
Mn1 0.71749 3.23453 -1.11442
H4 0.76782 0.06991 -2.37961
O3 -3.66973 1.90199 2.16164
H5 -4.71964 -0.22951 -1.15083
H6 -0.62263 -2.28366 -5.13353
H7 -1.57857 0.70529 2.47149
H8 -4.08588 2.73005 -1.58513
F1 0.26570 1.42186 -0.17389
O4 2.02451 -2.97776 -4.64414
O5 -1.88936 -1.10940 3.29631
H9 -2.98217 -0.37606 0.55353
H10 -3.37544 0.37449 -2.04772
C9 3.99517 1.54638 0.86396
H11 3.53937 -0.58549 -1.25615
O6 5.01077 1.77932 -0.06233
C10 -0.66223 -1.01371 -3.40934
C11 -4.59869 1.86250 -1.16983
H12 0.59054 -1.81859 4.57911
H13 0.00581 -1.28670 -1.43009
C12 -3.81114 1.64026 0.98011
H14 4.44723 1.80229 1.82221
H15 -0.28871 1.02237 4.53162
H16 -1.44192 -1.70773 -3.09546
H17 -1.16665 -0.06148 -3.57346
H18 4.92641 -1.32267 -0.51322
H19 -0.10019 -0.96727 5.94727
O7 -2.19815 -2.53729 4.97318
O8 1.41278 -1.93289 -2.75118
H20 3.05483 2.08326 0.73888
H21 0.29583 -0.74619 -5.31425
H22 -0.47338 -0.54162 1.92022
C13 -0.00433 0.13252 3.97002
H23 2.60964 -0.17286 0.75183
C14 1.25476 -2.23233 -4.07127
H24 -2.08907 1.08882 -0.12168
C15 4.30635 -0.42635 -0.49819
C16 0.41856 -0.96260 -2.38544

In the natural (NBO) picture, each atom carries the following charge in e: C -0.438; C -0.486; C 0.775; C -0.096; H 0.230; C -0.442; O -0.514; C -0.526; H 0.252; C -0.545; H 0.227; O -0.465; C 0.779; Mn 1.805; H 0.132; O -0.588; H 0.242; H 0.265; H 0.261; H 0.172; F -0.811; O -0.513; O -0.367; H 0.244; H 0.217; C -0.054; H 0.241; O -0.492; C -0.437; C -0.073; H 0.292; H 0.195; C 0.790; H 0.215; H 0.248; H 0.219; H 0.201; H 0.274; H 0.300; O 0.006; O -0.490; H 0.109; H 0.241; H 0.210; C -0.410; H 0.204; C 0.776; H 0.222; C -0.541; C -0.061

=====

(4)
ORCA calculation (ωB97M-V/def2-TZVPD) on a single C16H24N2O2 molecule.

Properties
Structure (SMILES): CCCCNC(=O)c1cccc(C(=O)NCCCC)c1
Total charge: 0
HOMO-LUMO gap, eV: 10.091
Energy relative to the best compared isomer or geometry (same formula, charge and spin), kJ/mol: 17.90

Positions of all 44 atoms, in Å:
H1 -1.32147 -0.39439 3.62798
H2 -0.24771 -3.80130 -0.23607
H3 3.62259 3.68322 -2.40693
H4 -0.91617 -4.87462 1.86702
H5 0.05820 3.62485 -0.32763
C1 0.86846 3.75133 -2.26535
C2 3.28399 4.35743 -1.61823
C3 0.42527 1.71441 -0.96505
C4 -0.35954 1.30462 2.72950
H6 1.30954 2.99385 -2.91722
N1 0.41766 3.06076 -1.08027
C5 -0.75179 -4.76899 -0.28890
H7 0.00156 4.18893 -2.77735
H8 3.95669 5.21882 -1.60780
H9 -2.26166 -4.09958 -1.66562
H10 0.46875 -5.73095 1.20344
C6 -0.65217 -0.07054 0.34481
C7 -2.99000 -3.68686 0.31614
H11 -2.99026 -4.13970 1.30858
H12 -4.02629 -3.57841 -0.02284
H13 -2.36077 -1.79729 -0.36165
C8 0.09031 1.87287 1.54971
N2 -2.40071 -2.37730 0.46073
H14 -1.14592 -6.42440 1.04508
C9 -0.58022 -5.49478 1.04040
C10 3.37939 3.64502 -0.27388
H15 0.59131 2.82994 1.58014
C11 -1.12835 -0.63252 1.52119
C12 -1.77069 -1.98223 1.58832
C13 1.87883 4.85768 -1.95811
H16 2.84089 2.70216 -0.29092
H17 1.50040 5.47201 -1.13629
H18 2.97385 4.26903 0.52081
H19 -0.22783 1.83093 3.66321
C14 -0.05988 1.18783 0.34812
H20 -2.71850 -5.52894 -0.73551
O1 0.78011 0.97468 -1.86418
H21 4.41990 3.43254 -0.03895
H22 -0.69369 -0.59217 -0.60090
C15 -0.96931 0.06432 2.71651
H23 1.94503 5.49623 -2.84142
O2 -1.75254 -2.65036 2.60594
H24 -0.27022 -5.34697 -1.08149
C16 -2.21702 -4.56118 -0.67506

In the natural (NBO) picture, each atom carries the following charge in e: H 0.238; H 0.198; H 0.201; H 0.227; H 0.394; C -0.230; C -0.394; C 0.657; C -0.216; H 0.234; N -0.605; C -0.397; H 0.192; H 0.201; H 0.195; H 0.210; C -0.175; C -0.231; H 0.234; H 0.195; H 0.395; C -0.182; N -0.605; H 0.195; C -0.621; C -0.606; H 0.210; C -0.065; C 0.642; C -0.397; H 0.208; H 0.188; H 0.192; H 0.218; C -0.141; H 0.205; O -0.626; H 0.212; H 0.228; C -0.167; H 0.212; O -0.629; H 0.203; C -0.399

=====

| no. | molecular weight (g/mol) | largest force on an atom (eV Å⁻¹) |
| --- | --- | --- |
| 1 | 879.54 | 4.3 |
| 2 | 885.92 | 11.0 |
| 3 | 418.30 | 4.2 |
| 4 | 276.38 | 0.4 |